2 unconnected molecules or ions with the total composition C4H8N2 at a distorted geometry. Source: the OMol25 dataset; level of theory: ωB97M-V/def2-TZVPD.

For the HOMO-LUMO gap, the calculation gives 8.82 eV. For the highest occupied orbital energy, the calculation gives -9.43 eV. The calculation puts the relative energy (zero: lowest compared OMol25 entry of this formula, charge and spin) at 119.0 kcal/mol.

Atoms and positions in Å:
H  1.949  0.933  0.572
H  -1.791  -1.977  -0.921
C  -0.208  2.042  -0.379
N  0.184  -0.276  0.391
C  1.647  -0.115  0.404
H  2.065  -0.433  -0.556
C  -1.998  -1.550  0.087
H  -0.174  -0.056  1.316
H  2.096  -0.728  1.189
C  -0.447  0.603  -0.586
N  -0.058  3.171  -0.174
H  -0.105  0.309  -1.584
H  -1.636  -2.338  0.767
H  -1.525  0.415  -0.526